Formula: C34H91HgN7O9
Source: the Open Molecules 2025 dataset
Level of theory: the ωB97M-V functional and the def2-TZVPD basis

Values from the calculation:
- Charge: 0
- E_tot: -2563.65177 a.u.
- Gap between HOMO and LUMO: 7.803 eV
- Energy relative to the best compared isomer or geometry (same formula, charge and spin): 0.000 eV

Last column: Mulliken charge in e.
CARTESIAN COORDINATES (ANGSTROEM)
Hg -15.77 8.84 12.28  2.0606
C -15.05 12.19 10.05  0.0899
C -14.66 10.81 9.52  1.5508
C -13.15 10.59 9.49  -0.9475
O -15.19 9.75 10.28  -1.1092
H -14.91 12.88 9.22  0.5267
H -14.49 12.52 10.92  -1.0114
H -16.08 12.17 10.40  -0.2449
H -15.02 10.74 8.48  -0.4890
H -12.75 11.26 8.70  0.6094
H -12.95 9.65 8.97  -0.4289
H -12.57 10.76 10.40  0.3612
C -15.09 12.55 14.47  -1.5641
C -14.40 11.44 13.65  2.0666
C -12.91 11.39 14.00  -1.5124
O -15.06 10.24 13.82  -1.0635
H -14.40 13.37 14.66  0.4232
H -15.31 12.17 15.47  0.3687
H -15.99 12.89 13.96  0.2759
H -14.43 11.81 12.62  -0.9120
H -12.40 10.77 13.25  0.2066
H -12.73 10.92 14.98  0.3633
H -12.43 12.37 14.01  0.4114
C -16.61 14.88 8.46  -1.0819
C -18.08 15.19 8.73  0.9042
C -18.87 14.06 9.33  -0.8093
O -20.27 14.26 9.13  -0.4283
C -20.73 13.81 7.86  -0.6734
N -18.09 16.31 9.73  -0.8165
H -16.56 13.96 7.87  0.2147
H -15.93 14.73 9.29  -0.1101
H -16.19 15.65 7.80  0.5356
H -18.45 15.58 7.78  0.3813
H -18.65 13.95 10.39  0.3818
H -18.65 13.08 8.88  0.1533
H -20.18 14.33 7.07  0.2664
H -21.76 14.16 7.87  0.3284
H -20.63 12.72 7.82  0.2355
H -18.20 17.17 9.19  0.2613
H -19.02 16.34 10.14  0.2733
C -16.60 9.70 6.17  -1.2756
C -17.46 9.08 5.06  0.8095
C -18.82 9.74 4.95  -1.0665
O -18.72 11.10 4.56  -0.3037
C -20.02 11.63 4.44  -0.6793
N -16.76 9.26 3.78  -0.7945
H -16.31 10.73 5.96  0.4572
H -15.70 9.10 6.23  0.1942
H -17.10 9.71 7.15  0.2697
H -17.66 8.04 5.31  0.1020
H -19.42 9.62 5.87  0.4030
H -19.43 9.24 4.18  0.4895
H -19.97 12.67 4.10  0.2635
H -20.50 11.64 5.43  0.2023
H -20.56 11.11 3.64  0.3378
H -16.69 10.27 3.65  0.2920
H -15.82 8.91 3.82  0.3034
C -13.26 15.06 11.03  -1.2746
C -12.40 16.31 10.96  0.4303
C -11.27 16.29 11.98  -0.8215
O -10.31 15.30 11.61  -0.2862
C -9.20 15.31 12.45  -0.7963
N -11.99 16.66 9.61  -0.7263
H -13.92 15.01 10.16  0.1700
H -13.81 14.93 11.96  0.4431
H -12.58 14.21 10.91  0.2946
H -13.03 17.14 11.31  0.3562
H -11.65 15.95 12.96  0.3381
H -10.84 17.28 12.18  0.4831
H -8.85 16.32 12.68  0.3280
H -8.34 14.85 11.96  0.2497
H -9.33 14.71 13.36  0.2701
H -11.55 17.57 9.61  0.2710
H -11.30 15.99 9.28  0.2770
C -12.58 7.87 12.47  -0.0588
C -13.48 6.64 12.59  0.6300
C -13.96 6.48 14.01  -0.7474
O -14.79 5.34 14.09  -0.3286
C -14.98 4.89 15.41  -0.7838
N -14.66 7.00 11.72  -0.4919
H -13.12 8.81 12.54  -0.8182
H -12.19 7.96 11.46  -0.3135
H -11.77 7.85 13.20  0.7426
H -13.06 5.73 12.16  0.4319
H -14.50 7.41 14.24  0.0837
H -13.12 6.36 14.71  0.5404
H -15.58 5.63 15.95  0.3162
H -14.09 4.68 16.01  0.3087
H -15.57 3.97 15.37  0.2676
H -15.21 6.14 11.63  0.3031
H -14.20 7.04 10.80  0.1286
C -19.70 10.50 10.97  -1.5611
C -18.94 10.90 12.23  0.7812
C -19.49 10.35 13.52  -0.8425
O -20.73 10.84 13.94  -0.4348
C -20.71 12.21 14.28  -0.6940
N -17.54 10.43 12.06  -0.1893
H -20.69 10.96 10.93  0.3732
H -19.71 9.40 11.00  0.3239
H -19.21 10.76 10.03  0.3279
H -18.88 12.00 12.21  0.1640
H -18.73 10.51 14.30  0.4735
H -19.54 9.26 13.45  0.3190
H -21.37 12.33 15.14  0.2650
H -21.06 12.79 13.42  0.2351
H -19.73 12.62 14.58  0.3127
H -17.26 10.66 11.11  -0.0816
H -16.95 11.00 12.68  0.2017
C -8.33 8.56 6.57  -1.5323
C -9.58 8.30 7.40  0.6279
C -9.30 7.22 8.45  -1.0251
O -10.51 6.93 9.13  0.0320
C -10.36 6.06 10.25  -0.8282
N -10.19 9.50 7.94  -0.4971
H -7.69 9.28 7.09  0.3433
H -8.63 9.12 5.68  0.3663
H -7.82 7.65 6.28  0.3840
H -10.30 7.81 6.74  0.1263
H -8.49 7.42 9.16  0.4084
H -9.00 6.30 7.92  0.4606
H -9.36 5.63 10.31  0.4792
H -11.17 5.33 10.25  0.1660
H -10.48 6.67 11.15  0.2220
H -10.96 9.19 8.52  0.0863
H -9.55 9.97 8.57  0.2857
C -13.07 5.27 7.54  -1.3772
C -14.00 6.48 7.53  0.5085
C -15.46 6.08 7.39  -0.3949
O -15.62 5.20 6.29  -0.3534
C -16.90 4.61 6.25  -0.7959
N -13.85 7.26 8.77  0.5196
H -13.28 4.69 8.45  0.2339
H -12.03 5.60 7.55  0.2147
H -13.26 4.72 6.62  0.4307
H -13.81 7.14 6.67  0.2039
H -16.08 6.95 7.11  -0.0175
H -15.77 5.65 8.35  0.3214
H -16.95 3.78 6.95  0.3150
H -17.00 4.16 5.26  0.2758
H -17.72 5.34 6.32  0.2909
H -14.51 8.03 8.85  -0.3348
H -12.87 7.54 8.77  -0.3887